{
  "formula": "C21H43CoN2P3S2",
  "method": "ωB97M-V/def2-TZVPD",
  "e_lumo_ev": [-8.7, -12.8],
  "charge": 3,
  "gap_ev": [6.839, 2.749],
  "s2": 6.04,
  "spin_multiplicity": 5,
  "largest_force_ev_per_a": 3.18,
  "de_lowest_ev": 0.000,
  "symbols": ["Co", "P", "P", "P", "H", "C", "C", "H", "C", "C", "C", "C", "C", "C", "C", "C", "C", "H", "H", "H", "H", "H", "H", "H", "H", "H", "H", "H", "H", "H", "H", "H", "H", "H", "H", "H", "H", "H", "H", "H", "H", "H", "H", "H", "H", "H", "C", "C", "C", "C", "C", "C", "S", "H", "H", "H", "H", "H", "H", "C", "N", "C", "C", "N", "C", "S", "H", "H", "H", "H", "H", "H"],
  "coordinates": [[0.319, 0.473, 0.095], [-0.408, 2.227, 1.165], [-1.851, -0.513, 0.042], [2.315, 1.279, 0.269], [1.330, 1.087, -3.950], [2.113, 0.749, -3.240], [2.509, -0.530, -3.283], [2.116, -1.196, -4.062], [-0.845, 3.540, -0.016], [-1.820, 2.259, 2.333], [0.782, 3.075, 2.293], [-2.020, -2.195, -0.649], [-2.844, -0.742, 1.567], [-2.857, 0.552, -1.036], [3.315, -0.029, -0.482], [3.347, 1.318, 1.797], [2.514, 2.799, -0.743], [2.659, 1.567, -2.754], [3.356, -0.977, -2.750], [-1.239, 4.376, 0.582], [-1.601, 3.170, -0.720], [0.025, 3.868, -0.596], [-1.783, 3.215, 2.884], [-1.742, 1.426, 3.040], [-2.771, 2.167, 1.795], [0.265, 3.859, 2.860], [1.627, 3.495, 1.725], [1.182, 2.348, 3.014], [-2.822, -2.751, -0.141], [-1.070, -2.744, -0.541], [-2.282, -2.110, -1.714], [-3.321, 0.191, 1.868], [-2.202, -1.084, 2.386], [-3.617, -1.501, 1.385], [-3.650, -0.044, -1.505], [-2.241, 0.971, -1.839], [-3.295, 1.378, -0.466], [4.051, -0.425, 0.244], [3.824, 0.383, -1.360], [2.672, -0.877, -0.730], [4.392, 1.321, 1.466], [3.167, 0.381, 2.343], [3.229, 2.174, 2.466], [3.525, 2.790, -1.157], [2.384, 3.730, -0.177], [1.828, 2.797, -1.603], [-0.498, -2.347, -3.677], [-0.528, -1.022, -3.224], [-1.297, -0.085, -3.893], [-2.121, -0.474, -4.959], [-2.193, -1.819, -5.343], [-1.377, -2.747, -4.701], [0.659, -3.507, -3.027], [-0.232, -4.406, -2.620], [0.104, -0.754, -2.370], [-1.263, 0.955, -3.585], [-2.700, 0.309, -5.456], [-2.848, -2.158, -6.153], [-1.370, -3.805, -4.992], [0.649, -3.651, 3.421], [0.335, -2.320, 3.904], [-0.077, -2.019, 5.183], [-0.299, -0.681, 5.233], [0.000, -0.184, 3.964], [0.364, -1.207, 3.131], [0.788, -1.266, 1.456], [-0.068, -3.979, 2.662], [1.662, -3.677, 3.010], [0.594, -4.332, 4.270], [-0.181, -2.825, 5.910], [-0.633, -0.050, 6.037], [-0.034, 0.806, 3.719]],
  "forces_ev_per_a": [[-1.370, -1.869, -0.148], [-0.790, 2.628, 1.611], [-1.570, -0.866, -0.640], [3.032, 0.892, -0.238], [0.506, -0.263, 0.587], [0.171, 0.020, -0.958], [0.520, 0.083, -0.948], [-0.256, 0.261, 0.558], [-0.055, 0.011, -0.028], [-0.219, -0.034, -0.106], [0.162, -0.152, -0.163], [0.314, -0.371, -0.315], [0.223, 0.333, 0.312], [-0.122, 0.294, -0.069], [0.461, -0.694, 0.050], [-0.140, 0.661, 0.406], [0.332, 0.189, 0.101], [-0.231, -0.814, -0.094], [-0.407, 0.452, -0.270], [0.059, -0.137, -0.413], [0.053, 0.230, 0.198], [-0.219, -0.018, 0.204], [-0.205, -0.418, -0.279], [-0.272, 0.268, -0.106], [0.192, 0.134, 0.256], [0.195, -0.065, -0.318], [-0.424, -0.036, 0.478], [-0.010, 0.273, -0.128], [0.292, 0.287, -0.079], [-0.399, 0.076, -0.252], [0.278, -0.122, 0.329], [-0.014, -0.225, 0.012], [-0.219, -0.027, -0.090], [0.260, 0.310, -0.024], [0.071, 0.161, 0.164], [-0.205, -0.164, 0.225], [-0.021, -0.183, -0.077], [-0.300, 0.416, -0.389], [-0.056, -0.429, 0.251], [0.287, 0.149, -0.432], [-0.210, -0.023, -0.046], [0.054, 0.262, -0.133], [-0.101, -0.240, -0.148], [0.051, 0.154, 0.109], [0.063, -0.274, -0.069], [0.099, -0.003, 0.566], [-0.956, 0.274, -0.386], [0.190, -0.632, -0.145], [-0.365, -0.283, -0.368], [0.043, 0.288, 0.197], [0.024, 0.116, 0.121], [0.453, -0.104, 0.148], [0.404, 0.168, 0.475], [-0.163, -0.301, 0.015], [-0.164, -0.011, -0.358], [-0.010, 0.007, -0.196], [0.104, -0.452, 0.002], [0.247, 0.295, 0.354], [-0.060, 0.535, -0.052], [0.221, -0.953, -0.038], [-0.380, 0.407, 0.344], [0.319, -1.095, -0.841], [0.348, 0.872, -1.239], [-0.218, -0.271, 0.671], [0.176, 0.196, 0.193], [-0.101, -0.462, 1.478], [0.098, 0.180, 0.153], [-0.189, 0.044, 0.088], [0.040, 0.041, -0.138], [-0.006, 0.493, -0.062], [0.022, 0.088, 0.082], [0.065, -0.556, 0.044]],
  "mulliken_charge": [0.333, 0.653, 0.552, 1.115, 0.379, -1.129, -0.895, 0.547, -1.217, -1.348, -1.334, -1.062, -1.101, -1.104, -1.340, -1.423, -1.805, 0.863, 0.365, 0.471, 0.337, 0.366, 0.609, 0.419, 0.348, 0.598, 0.380, 0.402, 0.591, 0.226, 0.366, 0.406, 0.187, 0.564, 0.457, -0.051, 0.427, 0.477, 0.511, 0.366, 0.509, 0.434, 0.444, 0.525, 0.427, 0.468, -0.355, 0.231, -0.756, -0.810, -0.722, -0.337, -0.143, 0.203, 0.950, 0.462, 0.424, 0.425, 0.426, -0.780, 0.192, -0.126, -0.473, 0.258, -0.222, -0.153, 0.353, 0.368, 0.322, 0.484, 0.541, -0.068]
}

***

{
  "formula": "C21H43N2OP3SSn",
  "method": "ωB97M-V/def2-TZVPD",
  "e_lumo_ev": [-15.8, -15.8],
  "charge": 4,
  "gap_ev": [2.889, 2.881],
  "largest_force_ev_per_a": 17.38,
  "de_lowest_ev": 8.386,
  "symbols": ["Sn", "P", "P", "P", "H", "C", "C", "H", "C", "C", "C", "C", "C", "C", "C", "C", "C", "H", "H", "H", "H", "H", "H", "H", "H", "H", "H", "H", "H", "H", "H", "H", "H", "H", "H", "H", "H", "H", "H", "H", "H", "H", "H", "H", "H", "H", "C", "C", "C", "C", "C", "C", "O", "H", "H", "H", "H", "H", "H", "C", "N", "C", "C", "N", "C", "S", "H", "H", "H", "H", "H", "H"],
  "coordinates": [[-0.009, -0.296, -0.700], [-1.518, 0.491, -2.698], [-1.923, -0.999, 1.022], [2.134, 1.302, -0.307], [1.186, -3.051, 3.427], [1.951, -2.274, 3.461], [1.789, -1.155, 4.186], [0.902, -0.989, 4.823], [-1.796, -0.927, -3.765], [-3.156, 1.156, -2.292], [-0.740, 1.774, -3.708], [-1.422, -1.481, 2.705], [-3.389, 0.051, 1.304], [-2.635, -2.529, 0.320], [3.027, 0.980, 1.262], [2.106, 3.128, -0.363], [3.417, 0.927, -1.556], [2.870, -2.453, 2.893], [2.582, -0.391, 4.268], [-2.101, -0.513, -4.742], [-2.621, -1.543, -3.370], [-0.889, -1.529, -3.875], [-3.624, 1.442, -3.243], [-3.082, 2.036, -1.642], [-3.772, 0.396, -1.799], [-1.409, 1.957, -4.560], [0.237, 1.438, -4.075], [-0.612, 2.698, -3.131], [-1.903, -2.437, 2.960], [-1.757, -0.731, 3.432], [-0.338, -1.600, 2.815], [-4.296, -0.570, 1.285], [-3.466, 0.834, 0.543], [-3.332, 0.543, 2.282], [-3.606, -2.731, 0.802], [-1.967, -3.383, 0.510], [-2.796, -2.430, -0.763], [4.114, 0.971, 1.089], [2.745, 0.011, 1.690], [2.806, 1.756, 2.008], [3.117, 3.556, -0.258], [1.462, 3.539, 0.424], [1.692, 3.457, -1.323], [4.422, 1.104, -1.146], [3.277, 1.567, -2.437], [3.357, -0.118, -1.883], [1.586, -2.538, -1.870], [0.930, -3.193, -2.959], [1.698, -3.916, -3.888], [3.091, -3.993, -3.773], [3.743, -3.345, -2.720], [3.003, -2.640, -1.805], [1.269, -2.141, -0.705], [-0.565, -1.038, -1.572], [-0.166, -3.154, -2.992], [1.215, -4.423, -4.731], [3.676, -4.546, -4.505], [4.831, -3.373, -2.618], [3.434, -2.139, -0.929], [-2.781, 4.082, 2.524], [-1.711, 3.185, 2.946], [-1.399, 2.877, 4.261], [-0.394, 1.953, 4.224], [-0.128, 1.717, 2.887], [-0.950, 2.454, 2.088], [-1.043, 2.425, 0.393], [-2.415, 4.722, 1.714], [-3.644, 3.514, 2.150], [-3.088, 4.690, 3.380], [-1.905, 3.338, 5.086], [0.144, 1.465, 5.009], [0.538, 1.035, 2.530]],
  "forces_ev_per_a": [[5.232, 11.114, 12.296], [-1.196, 2.337, -0.913], [-0.750, -0.782, 0.866], [1.894, 0.550, -0.042], [0.279, 0.100, 0.109], [-0.029, 0.771, 0.128], [0.128, -0.144, -0.018], [0.480, -0.206, -0.398], [-0.229, -0.206, -0.073], [-0.085, -0.074, 0.193], [0.296, -0.006, -0.035], [0.366, -0.069, 0.295], [-0.029, 0.660, -0.381], [0.297, -0.176, -0.307], [-0.559, -0.615, 0.573], [-1.133, 0.357, -0.193], [-0.336, -0.421, -0.554], [-0.276, -0.006, 0.268], [-0.385, -0.512, -0.045], [0.099, -0.294, 0.279], [0.320, 0.132, -0.177], [-0.263, 0.206, -0.216], [-0.025, -0.063, 0.128], [0.075, -0.172, -0.207], [0.035, 0.113, -0.149], [0.183, 0.079, 0.061], [-0.193, 0.109, -0.050], [-0.106, -0.184, -0.116], [0.058, 0.251, -0.151], [0.068, -0.097, -0.253], [-0.299, -0.011, -0.117], [0.345, 0.038, -0.021], [-0.092, -0.154, 0.162], [0.145, -0.119, -0.203], [0.390, 0.125, -0.118], [-0.176, 0.269, -0.129], [-0.046, -0.093, 0.243], [-0.424, 0.097, -0.176], [0.143, 0.076, 0.022], [-0.042, -0.115, -0.289], [-0.046, -0.651, -0.034], [0.228, -0.196, -0.196], [0.080, -0.003, 0.141], [-0.382, 0.050, -0.008], [0.006, -0.144, 0.187], [0.139, 0.219, 0.012], [2.014, -1.422, 1.230], [-0.614, -0.828, -1.043], [-2.609, 0.848, 0.769], [1.136, 0.182, 0.360], [0.747, 0.168, 0.613], [2.663, 0.254, -0.933], [-2.117, -0.279, -0.720], [-5.638, -10.213, -10.174], [0.508, -0.214, -0.296], [0.025, 0.182, 0.458], [-0.125, 0.078, -0.017], [-0.367, -0.217, -0.081], [0.168, -0.372, -0.591], [-0.315, 0.368, -0.235], [0.157, -0.644, -0.468], [0.755, -0.571, -0.630], [-0.617, 0.535, -0.203], [-0.061, -0.102, -0.326], [-0.109, -0.012, 1.572], [0.129, -0.209, -0.611], [-0.093, -0.046, 0.287], [0.257, 0.079, 0.192], [0.093, -0.114, -0.262], [-0.021, 0.115, 0.154], [0.116, -0.055, 0.212], [-0.266, 0.349, 0.349]],
  "mulliken_charge": [1.256, 1.001, 0.992, 1.213, 0.376, -0.725, -0.558, 0.353, -1.218, -1.259, -1.260, -0.629, -1.339, -1.315, -1.289, -1.202, -1.254, 0.334, 0.352, 0.532, 0.363, 0.293, 0.516, 0.345, 0.367, 0.512, 0.412, 0.347, 0.602, 0.489, -0.545, 0.560, 0.145, 0.453, 0.517, 0.416, 0.304, 0.544, 0.044, 0.455, 0.457, 0.339, 0.412, 0.532, 0.412, 0.247, 1.253, -0.576, -0.726, -0.297, -0.788, -0.393, -0.764, -0.887, 0.769, 0.486, 0.494, 0.460, 0.569, -0.798, 0.202, -0.531, -0.429, 0.587, -0.252, -0.236, 0.336, 0.302, 0.346, 0.502, 0.530, -0.061]
}

***

{
  "formula": "C21H43N2P3RuS2",
  "method": "ωB97M-V/def2-TZVPD",
  "e_lumo_ev": [-12.4, -15.3],
  "charge": 4,
  "gap_ev": [6.591, 4.294],
  "s2": 6.07,
  "spin_multiplicity": 5,
  "largest_force_ev_per_a": 3.48,
  "de_lowest_ev": 4.930,
  "symbols": ["Ru", "P", "P", "P", "H", "C", "C", "H", "C", "C", "C", "C", "C", "C", "C", "C", "C", "H", "H", "H", "H", "H", "H", "H", "H", "H", "H", "H", "H", "H", "H", "H", "H", "H", "H", "H", "H", "H", "H", "H", "H", "H", "H", "H", "H", "H", "C", "C", "C", "C", "C", "C", "S", "H", "H", "H", "H", "H", "H", "C", "N", "C", "C", "N", "C", "S", "H", "H", "H", "H", "H", "H"],
  "coordinates": [[-0.171, 0.514, -0.736], [1.690, 1.084, 0.397], [-2.015, 1.645, -0.461], [0.609, 1.212, -2.896], [0.804, -4.138, -0.725], [1.727, -3.642, -1.088], [2.437, -2.740, -0.331], [2.060, -2.375, 0.616], [2.072, 0.430, 2.035], [1.344, 2.832, 0.789], [3.333, 1.014, -0.374], [-3.500, 0.774, -1.033], [-2.209, 1.924, 1.322], [-1.847, 3.278, -1.236], [1.994, 0.200, -3.585], [1.286, 2.920, -2.804], [-0.704, 1.556, -4.130], [1.782, -3.557, -2.179], [3.257, -2.107, -0.697], [2.031, -0.665, 2.061], [1.439, 0.885, 2.809], [3.109, 0.752, 2.162], [0.416, 2.940, 1.354], [1.311, 3.477, -0.089], [2.159, 3.172, 1.428], [3.500, 0.181, -1.069], [4.032, 0.870, 0.458], [3.582, 1.956, -0.868], [-4.343, 1.456, -1.261], [-3.803, 0.048, -0.257], [-3.226, 0.199, -1.935], [-2.333, 2.984, 1.562], [-1.269, 1.570, 1.760], [-3.027, 1.320, 1.734], [-2.660, 3.963, -0.977], [-1.775, 3.179, -2.322], [-0.895, 3.704, -0.908], [1.677, -0.268, -4.532], [2.235, -0.564, -2.829], [2.875, 0.837, -3.775], [1.531, 3.270, -3.823], [2.176, 2.922, -2.164], [0.520, 3.580, -2.374], [-0.683, 0.822, -4.940], [-0.578, 2.553, -4.571], [-1.662, 1.507, -3.596], [-1.023, -2.379, -4.214], [-2.055, -2.269, -5.135], [-2.119, -3.126, -6.238], [-1.083, -4.056, -6.458], [-0.122, -4.248, -5.454], [-0.093, -3.394, -4.333], [-0.883, -0.959, -2.756], [-0.863, -0.969, -1.064], [-2.799, -1.487, -4.985], [-2.982, -3.032, -6.891], [-1.060, -4.655, -7.371], [0.657, -5.009, -5.513], [0.649, -3.503, -3.548], [0.320, -3.593, 2.521], [-0.119, -2.351, 3.129], [0.106, -2.009, 4.456], [-0.519, -0.823, 4.661], [-1.032, -0.424, 3.443], [-0.754, -1.338, 2.472], [-1.098, -1.304, 0.784], [-0.403, -3.907, 1.764], [1.300, -3.531, 2.035], [0.359, -4.335, 3.320], [0.722, -2.547, 5.132], [-0.619, -0.263, 5.555], [-1.490, 0.459, 3.266]],
  "forces_ev_per_a": [[-0.014, -2.841, -1.146], [1.190, 1.025, 0.970], [-2.079, 1.016, 0.085], [1.213, 1.910, -0.582], [0.870, 0.208, 0.015], [-0.140, 2.664, 0.941], [-1.488, -0.444, -1.627], [0.300, -0.782, 0.434], [-0.107, -0.178, 0.175], [0.422, 0.176, 0.054], [0.493, -0.080, -0.127], [-0.298, -0.079, -0.322], [0.258, -0.026, 0.287], [0.225, -0.076, -0.170], [-0.293, 0.050, 0.201], [0.191, -0.140, 0.300], [-0.215, -0.067, -0.052], [0.953, -0.848, 0.518], [-0.254, -0.689, -0.240], [0.029, 0.260, 0.118], [0.180, -0.249, -0.176], [-0.184, -0.133, 0.564], [0.099, -0.097, -0.062], [0.029, -0.082, 0.028], [0.098, 0.234, 0.067], [-0.258, 0.267, 0.175], [0.068, 0.155, -0.352], [-0.012, -0.124, 0.008], [0.437, -0.314, 0.194], [0.099, 0.353, -0.291], [-0.322, 0.349, 0.293], [-0.131, -0.170, -0.019], [-0.147, 0.329, 0.051], [0.015, 0.248, -0.202], [-0.008, -0.154, 0.030], [-0.276, 0.052, 0.157], [-0.231, 0.108, 0.207], [0.167, 0.112, 0.407], [0.013, 0.148, -0.492], [-0.420, -0.228, 0.078], [-0.007, -0.200, 0.448], [-0.167, 0.215, -0.306], [0.354, -0.098, -0.247], [-0.134, 0.046, 0.103], [0.087, -0.240, 0.156], [0.161, 0.004, -0.501], [0.070, 1.444, 1.258], [0.191, 1.587, 2.027], [0.703, -1.650, -1.411], [-0.156, -0.087, 0.215], [-0.389, -0.563, -1.755], [-0.144, 1.266, 1.530], [-0.978, -3.015, -1.443], [0.041, -0.161, -0.909], [-0.002, -0.194, -0.224], [0.210, -0.186, -0.188], [-0.090, 0.079, 0.343], [-0.321, 0.014, -0.243], [-0.013, -0.150, -0.364], [0.152, -0.894, -0.215], [0.580, 0.788, 0.191], [-0.746, 0.222, -1.476], [-0.191, 0.160, -1.236], [0.365, -0.096, 0.012], [0.694, -0.395, 1.500], [-0.400, 0.437, 0.791], [0.000, 0.032, 0.263], [-0.198, 0.209, 0.383], [0.013, -0.024, -0.255], [0.133, -0.761, 0.329], [-0.139, 0.505, 0.538], [-0.151, -0.155, 0.186]],
  "mulliken_charge": [-0.728, 1.291, 1.308, 1.093, 0.314, -0.632, 0.029, -0.387, -1.357, -1.452, -1.185, -1.280, -0.691, -1.338, -0.958, -1.634, -1.368, 0.411, 0.356, 0.215, 0.383, 0.689, 0.296, 0.331, 0.508, 0.204, 0.472, 0.416, 0.461, 0.441, 0.281, 0.509, -0.446, 0.416, 0.585, 0.300, 0.297, 0.393, 0.203, 0.404, 0.542, 0.284, 0.400, 0.502, 0.505, 0.446, 0.100, -0.284, -0.427, -0.631, -0.366, 0.309, 0.299, 0.334, 0.467, 0.460, 0.472, 0.471, 0.107, -0.805, 0.220, -0.146, -0.517, 0.321, -0.324, -0.085, 0.329, 0.329, 0.393, 0.515, 0.493, 0.135]
}